C28H35F3N4P2Pd as an isolated structure at a distorted geometry. Source: OMol25; level of theory: ωB97M-V with the def2-TZVPD basis set.

Structure (XYZ):
```
73
Properties=species:S:1:pos:R:3:lowdin_spin:R:1
Pd 2.258 3.505 2.521 0.940
C 1.248 1.149 4.946 0.083
C 1.672 1.085 3.648 0.002
C 0.918 0.431 2.505 -0.006
C 0.066 1.288 1.564 -0.003
C -0.461 2.557 2.176 0.014
C -1.148 2.595 3.324 0.040
C -1.268 1.465 4.311 0.006
C -0.165 1.273 5.386 0.016
C 0.929 4.994 3.465 0.434
H 1.973 1.313 5.759 0.002
H 2.753 1.066 3.490 0.003
H 0.285 -0.384 2.881 -0.001
H 1.688 -0.062 1.895 0.000
H 0.674 1.546 0.682 0.001
H -0.768 0.664 1.156 -0.001
H -0.416 3.432 1.524 0.006
H -1.464 3.551 3.738 0.001
H -1.384 0.497 3.800 0.000
H -2.195 1.672 4.878 0.001
H -0.167 2.118 6.090 0.003
H -0.454 0.416 6.021 0.005
H 0.850 4.997 4.571 0.023
H -0.074 5.218 3.059 0.033
H 1.624 5.812 3.188 0.043
P -1.228 0.140 -2.487 0.000
P 1.359 -1.748 -1.513 0.000
N -2.928 0.216 -2.194 0.000
N -1.459 0.641 -4.219 0.000
N 0.688 -2.921 -0.344 0.000
N 2.716 -2.779 -1.891 0.000
C -1.170 -1.690 -2.812 0.000
C 0.273 -2.207 -2.965 0.000
C -3.463 0.966 -1.137 0.000
C -4.833 0.803 -1.114 0.000
C -5.177 -0.045 -2.227 0.000
C -3.996 -0.390 -2.860 0.000
C -0.776 1.742 -4.759 0.000
C -1.010 1.815 -6.126 0.000
C -1.855 0.696 -6.467 0.000
C -2.090 0.003 -5.279 0.000
C 0.397 -2.483 0.956 0.000
C -0.335 -3.464 1.628 0.000
C -0.530 -4.531 0.699 0.000
C 0.074 -4.160 -0.498 0.000
C 2.837 -4.173 -1.992 0.000
C 4.071 -4.497 -2.563 0.000
C 4.735 -3.252 -2.853 0.000
C 3.892 -2.232 -2.439 0.000
H -1.739 -1.941 -3.718 0.000
H -1.673 -2.183 -1.965 0.000
H 0.273 -3.303 -3.035 0.000
H 0.776 -1.804 -3.864 0.000
H -2.789 1.520 -0.485 0.000
H -5.533 1.218 -0.387 0.000
H -6.177 -0.391 -2.504 0.000
H -3.838 -1.041 -3.711 0.000
H -0.150 2.351 -4.127 0.000
H -0.634 2.555 -6.822 0.000
H -2.228 0.420 -7.450 0.000
H -2.619 -0.927 -5.165 0.000
H 0.661 -1.498 1.261 0.000
H -0.691 -3.403 2.642 0.000
H -1.078 -5.456 0.886 0.000
H 0.092 -4.682 -1.451 0.000
H 2.078 -4.833 -1.617 0.000
H 4.444 -5.498 -2.761 0.000
H 5.714 -3.143 -3.310 0.000
H 4.021 -1.160 -2.453 0.000
F 4.176 2.573 4.573 0.052
C 3.265 3.589 4.406 0.225
F 2.493 3.616 5.555 0.033
F 3.989 4.774 4.378 0.045
```

Summary:
ΔE to the lowest compared entry with this formula, charge and spin, kJ/mol: 0.00
HOMO energy (alpha / beta), eV: -7.108 / -8.432
Spin multiplicity: 3